(1)
Formula: C6H10O
Source: OMol25
Level of theory: the ωB97M-V functional and the def2-TZVPD basis

The net charge is 0. As for the structure (SMILES): C1=CCOCCC1. The spin multiplicity is 1. The gap between HOMO and LUMO comes out at 10.3 eV. For the relative energy (zero: lowest compared OMol25 entry of this formula, charge and spin), the calculation gives 15.1 kcal per mole. The calculation puts the HOMO energy at -9.20 eV. Its total energy is -309.81839 a.u. The LUMO energy comes out at 0.0403 Ha.

Positions of all 17 atoms, in Å:
O 0.716 -1.218 -0.737
C 1.489 0.907 0.141
C -0.588 -1.498 -0.274
C -0.980 1.020 -0.423
C -1.278 -0.279 0.343
C 1.508 -0.598 0.257
C 0.396 1.600 -0.174
H 0.482 2.682 -0.261
H -1.723 1.779 -0.145
H -0.981 -0.146 1.394
H 1.153 -0.898 1.253
H 2.434 1.426 0.308
H -0.542 -2.326 0.455
H -1.111 0.848 -1.501
H -2.359 -0.462 0.357
H -1.139 -1.853 -1.155
H 2.526 -0.985 0.159

Cartesian forces (eV/Å) of the 3 atoms listed first:
O 0.1 0.0 0.0
C -0.2 0.1 0.0
C -0.2 -0.2 0.0


(2)
Formula: C13H15BrN2O
Source: OMol25
Level of theory: the ωB97M-V functional and the def2-TZVPD basis

The net charge is +2. The spin multiplicity is 1. The gap between HOMO and LUMO comes out at 8.0 eV. For the relative energy (zero: lowest compared OMol25 entry of this formula, charge and spin), the calculation gives 181.0 kcal per mole. The calculation puts the HOMO energy at -16.20 eV. Its total energy is -3262.24738 a.u. The LUMO energy comes out at -0.2998 Ha.

Positions of all 32 atoms, in Å:
Br 0.666 -2.938 6.790
O -0.102 1.940 -3.589
N -0.294 0.000 -2.238
N 0.639 -2.485 4.951
C 1.135 -3.031 2.401
C -0.617 0.597 -3.600
C 1.444 -0.592 -0.389
C 1.177 -3.385 3.933
C 0.311 -1.122 0.527
C 0.043 -1.204 4.638
C -1.411 -0.501 -1.480
C -0.299 4.316 -2.747
C -1.145 -1.082 -0.055
C -0.060 -0.773 3.160
C 1.087 -0.033 -1.788
C 0.476 -1.687 2.000
C -0.688 2.748 -2.536
H -1.841 2.643 -2.461
H -0.103 0.036 -4.449
H -2.064 -1.465 0.513
H 2.524 -0.585 -0.034
H -2.476 -0.440 -1.909
H -1.752 0.540 -3.811
H -0.543 0.240 2.904
H -0.360 -0.541 5.477
H -0.296 2.490 -1.477
H -1.086 4.891 -3.339
H 1.544 -3.741 1.603
H 0.759 4.404 -3.185
H 1.931 0.358 -2.469
H -0.223 4.761 -1.681
H 1.623 -4.357 4.339

Cartesian forces (eV/Å) of the 3 atoms listed first:
Br 0.1 0.0 -1.0
O -1.3 -1.4 0.7
N 0.0 -1.8 2.1


(3)
Formula: C11H10F3N5S3Tc
Source: OMol25
Level of theory: the ωB97M-V functional and the def2-TZVPD basis

The net charge is +2. The spin multiplicity is 4. The gap between HOMO and LUMO (spin up / spin down) comes out at 7.8 / 7.3 eV. For the relative energy (zero: lowest compared OMol25 entry of this formula, charge and spin), the calculation gives 0.0 kcal per mole. The calculation puts the HOMO energy (spin up / spin down) at -16.31 / -16.68 eV. Its total energy is -2273.32030 a.u. The LUMO energy (spin up / spin down) comes out at -0.3116 / -0.3436 Ha.

Positions of all 33 atoms, in Å:
Tc -0.235 0.188 0.611
S 1.760 -0.489 -0.156
S -1.694 3.588 -1.912
S 0.299 1.579 2.352
F 3.385 -1.951 -1.875
F 3.070 -4.091 -1.720
F 2.678 -3.076 -3.590
N 0.062 -1.182 2.882
N 0.762 2.461 -2.135
N -2.088 1.817 -0.119
N -0.814 1.632 -0.600
N -0.508 -1.525 -0.650
C 0.159 -0.021 2.825
C 0.164 -3.592 -2.304
C 1.166 -2.737 -1.842
C -5.087 2.420 -1.277
C -1.155 -3.401 -1.928
C -0.424 2.480 -1.554
C 0.780 -1.717 -1.005
C 2.603 -2.973 -2.265
C -2.684 2.797 -0.699
C -1.468 -2.344 -1.093
C -4.088 3.226 -0.438
H -6.096 2.772 -1.073
H -4.902 2.539 -2.345
H 1.477 1.817 -1.831
H -1.935 -4.062 -2.276
H 1.010 3.143 -2.836
H -2.480 -2.139 -0.771
H -4.274 3.095 0.629
H -4.179 4.291 -0.655
H -5.039 1.360 -1.028
H 0.433 -4.410 -2.961

Cartesian forces (eV/Å) of the 3 atoms listed first:
Tc -0.5 -0.5 -0.2
S 0.1 0.0 -0.2
S 0.0 0.0 0.0


(4)
Formula: C17H31Cl2NO3P2Zr
Source: OMol25
Level of theory: the ωB97M-V functional and the def2-TZVPD basis

The net charge is 0. The spin multiplicity is 1. The gap between HOMO and LUMO comes out at 6.2 eV. The calculation puts the HOMO energy at -6.88 eV. Its total energy is -2596.99334 a.u. The LUMO energy comes out at -0.0237 Ha.

Positions of all 57 atoms, in Å:
Zr 0.056 -0.156 -0.101
Cl 0.630 -2.106 5.750
Cl -0.386 0.661 6.036
P 2.504 -0.372 -1.415
P -2.384 0.675 0.736
O -0.570 -0.954 3.171
O -2.605 -1.039 4.197
O 1.351 0.476 1.423
N -0.542 0.298 -1.911
C -3.416 1.581 -0.469
C -1.227 1.706 -3.753
C -2.155 0.665 -5.736
C -1.766 1.811 -5.024
C 1.983 -0.113 2.360
C -3.479 -0.654 1.319
C 3.179 -2.071 -1.529
C -2.259 1.830 2.146
C 3.936 0.540 -0.731
C -1.056 0.421 -3.132
C 2.541 0.176 -3.159
C 2.399 -1.524 2.313
C 2.386 0.637 3.564
C -0.769 -1.033 5.612
C -2.004 -0.603 -5.149
C -1.357 -1.016 4.145
C -1.470 -0.734 -3.882
H -2.044 2.840 1.772
H 4.097 0.282 0.324
H 4.173 -2.058 -2.001
H -3.543 0.970 -1.369
H 3.733 1.617 -0.797
H 3.247 -2.505 -0.522
H 1.678 -2.166 1.783
H -1.438 1.484 2.790
H -4.413 -0.213 1.687
H -1.888 2.798 -5.473
H 2.454 -1.908 3.342
H 2.050 1.673 3.523
H 3.548 0.051 -3.581
H 3.479 0.585 3.661
H -2.911 2.510 -0.761
H -1.548 -1.402 6.290
H -0.917 2.582 -3.176
H -3.689 -1.324 0.478
H 1.816 -0.408 -3.739
H 2.493 -2.685 -2.129
H 2.248 1.233 -3.205
H -3.190 1.822 2.727
H -4.398 1.812 -0.041
H 4.842 0.302 -1.307
H -2.986 -1.196 2.146
H 3.395 -1.629 1.838
H -2.311 -1.496 -5.698
H -2.575 0.758 -6.738
H 0.476 -1.864 0.351
H 1.947 0.144 4.441
H -1.348 -1.712 -3.400

Cartesian forces (eV/Å) of the 3 atoms listed first:
Zr -1.6 0.7 -3.0
Cl 0.3 0.0 0.1
Cl 0.1 -0.2 0.2


(5)
Formula: C26H69IN3O11P2S7
Source: OMol25
Level of theory: the ωB97M-V functional and the def2-TZVPD basis

The net charge is +1. The spin multiplicity is 1. The gap between HOMO and LUMO comes out at 6.0 eV. The calculation puts the HOMO energy at -10.08 eV. Its total energy is -5791.25137 a.u. The LUMO energy comes out at -0.1495 Ha.

Positions of all 119 atoms, in Å:
I -3.937 3.427 2.482
S 2.074 0.420 -6.603
S 2.295 -2.004 3.064
S 2.336 -3.419 -4.433
S -3.142 -2.034 -1.412
S -4.542 -5.380 -1.189
S -3.200 4.700 6.046
S 5.638 0.000 5.396
P -3.535 -0.321 -0.639
P -1.148 4.123 1.160
O 6.248 0.557 4.161
O 0.667 -0.075 -6.691
O -4.456 0.676 -1.498
O -4.498 4.183 5.499
O -3.250 -5.708 -0.528
O 2.249 1.829 -0.275
O -4.384 -0.468 0.729
O 0.207 1.322 1.231
O 2.176 -0.730 3.841
O 3.636 -3.205 -5.121
O 2.630 -1.579 -1.293
N 0.313 2.604 -3.424
N -2.539 2.937 0.948
N -0.907 4.550 2.624
C -3.213 3.211 -0.374
C 6.535 0.692 6.791
C 2.592 1.569 1.081
C 2.938 -0.203 -8.044
C 4.123 0.912 5.693
C -1.507 1.554 -1.393
C -5.847 -6.017 -0.129
C 2.203 -5.179 -4.087
C -0.961 1.217 1.999
C 2.053 2.146 -7.089
C 3.391 -3.076 3.987
C 1.830 -0.447 -1.035
C 1.363 1.668 1.989
C -2.896 6.261 5.217
C 1.054 -3.385 -5.692
C -2.052 0.679 -0.234
C -2.177 1.447 1.113
C 2.711 0.801 -1.149
C 0.613 -2.967 -0.795
C 2.134 -2.821 -0.825
C -2.283 2.886 -1.531
C -1.483 0.835 -2.747
C -0.538 1.489 -3.811
C -3.534 5.399 7.662
C -4.777 -6.576 -2.509
C 0.796 -2.945 3.362
H -2.638 5.905 8.018
H 0.102 -3.664 -5.239
H 1.207 -5.397 -3.699
H -1.558 3.701 -1.614
H 0.112 0.702 -4.197
H -5.768 -6.443 -2.945
H 3.353 2.287 1.395
H -5.838 -5.433 0.790
H -0.106 3.511 0.451
H 3.007 -1.284 -7.940
H 3.405 -4.056 3.510
H -4.166 2.689 -0.400
H 4.339 1.981 5.689
H 0.985 -2.369 -6.080
H 4.389 -2.643 3.966
H 0.897 -3.932 2.912
H 1.405 -0.475 -0.026
H -4.206 -1.353 1.085
H 0.018 4.325 2.971
H -5.248 0.194 -1.787
H 3.427 0.657 4.898
H 3.078 2.511 -7.150
H 6.567 1.776 6.691
H -1.187 -0.207 -2.617
H 6.042 0.401 7.718
H -0.479 1.790 -1.103
H 3.702 0.612 6.654
H -1.132 1.800 -4.671
H -2.502 0.854 -3.141
H -2.719 6.040 4.166
H -3.013 1.014 1.658
H 0.626 -3.024 4.436
H 1.251 2.682 2.398
H -4.016 -6.385 -3.262
H 2.540 -3.065 0.166
H 0.173 -2.576 0.126
H -3.767 6.905 5.334
H 0.960 2.393 -2.677
H -0.960 1.877 2.875
H -1.289 -0.087 -0.065
H 2.377 0.058 -8.941
H -6.808 -5.902 -0.629
H 7.545 0.287 6.769
H -1.691 5.128 0.353
H -3.439 4.280 -0.386
H 1.547 2.247 -8.049
H 0.368 -4.033 -0.820
H -5.651 -7.065 0.097
H 1.318 -4.079 -6.491
H -0.029 -2.414 2.891
H 2.954 -5.428 -3.339
H 3.045 -3.155 5.018
H 0.133 -2.512 -1.663
H 3.940 0.225 -8.072
H 2.521 -3.576 -1.512
H -4.662 -7.583 -2.109
H 1.021 -0.389 -1.775
H -0.183 3.461 -3.238
H -2.007 6.727 5.642
H -4.371 6.093 7.591
H -2.884 2.874 -2.442
H 1.513 2.693 -6.317
H 2.393 -5.742 -5.001
H -3.786 4.580 8.332
H 1.497 0.960 2.808
H 2.682 1.215 -2.158
H 3.749 0.533 -0.932
H 2.981 0.551 1.160
H -1.067 0.195 2.392

Cartesian forces (eV/Å) of the 3 atoms listed first:
I 0.2 0.1 0.5
S 0.1 0.0 0.2
S 0.1 -0.1 -0.1


(6)
Formula: C12H26InNO2P2
Source: OMol25
Level of theory: the ωB97M-V functional and the def2-TZVPD basis

The net charge is +2. The spin multiplicity is 1. The gap between HOMO and LUMO (spin up / spin down) comes out at 6.7 / 5.6 eV. For the relative energy (zero: lowest compared OMol25 entry of this formula, charge and spin), the calculation gives 33.7 kcal per mole. The calculation puts the HOMO energy (spin up / spin down) at -14.26 / -13.30 eV. Its total energy is -1550.23164 a.u. The LUMO energy (spin up / spin down) comes out at -0.2781 / -0.2827 Ha.

Positions of all 44 atoms, in Å:
In -0.049 -0.049 0.814
P -1.785 -0.152 -1.182
P 2.496 0.275 0.868
O 0.983 -3.367 -3.080
O 1.000 -3.092 0.154
N 0.822 1.049 -1.609
C 3.537 -0.905 -0.019
C 2.337 2.632 -2.545
C 3.477 0.554 2.418
C 0.065 1.055 -2.773
C -2.907 1.275 -1.021
C -0.950 1.122 2.423
C 1.931 1.779 -1.489
C -1.258 0.502 -2.785
C 0.692 1.568 -3.939
C -2.917 -1.591 -1.261
C 1.711 2.487 -3.784
C 2.737 1.751 -0.164
H 3.166 3.332 -2.400
H -0.832 2.216 2.352
H 0.222 1.377 -4.907
H 3.819 1.774 -0.373
H 2.004 3.130 -4.630
H 3.097 1.430 2.986
H 1.521 -2.657 -3.575
H 0.237 -3.729 0.039
H 4.536 0.735 2.136
H -3.659 -1.350 -2.037
H 2.505 2.636 0.456
H 0.274 -3.756 -3.615
H 3.163 -1.086 -1.027
H -1.548 -0.021 -3.711
H 4.493 -0.380 -0.107
H -0.437 0.762 3.333
H -3.587 1.050 -1.860
H 3.712 -1.851 0.505
H 3.432 -0.337 3.082
H -2.392 -2.523 -1.530
H -3.440 -1.748 -0.301
H -2.298 2.146 -1.301
H 0.575 -2.091 0.076
H -2.024 0.883 2.507
H -3.440 1.442 -0.078
H 1.674 -3.138 -0.561

Cartesian forces (eV/Å) of the 3 atoms listed first:
In -0.6 0.3 -0.1
P -0.7 0.6 0.1
P 0.7 0.1 0.6


(7)
Formula: C14H18N2O4S
Source: OMol25
Level of theory: the ωB97M-V functional and the def2-TZVPD basis

The net charge is 0. As for the structure (SMILES): CCCCc1cccc2nccnc12.O=S1(=O)OCCO1. The spin multiplicity is 1. The gap between HOMO and LUMO comes out at 8.8 eV. For the relative energy (zero: lowest compared OMol25 entry of this formula, charge and spin), the calculation gives 57.3 kcal per mole. The calculation puts the HOMO energy at -8.73 eV. Its total energy is -1352.91122 a.u. The LUMO energy comes out at 0.0025 Ha.

Positions of all 39 atoms, in Å:
S -4.777 -3.498 1.239
O -5.463 -2.998 -0.112
O -3.672 -2.665 1.559
O -4.204 -4.870 0.656
O -5.794 -3.750 2.190
N -1.941 1.287 0.727
N 0.326 0.054 -0.407
C -4.962 -3.747 -1.229
C 2.662 1.522 -1.101
C 1.387 3.531 -0.302
C 5.845 1.677 0.931
C 3.572 0.922 -0.006
C -1.883 0.001 0.511
C 0.305 1.398 -0.183
C 5.081 1.091 -0.260
C -0.736 -0.619 -0.061
C 1.435 2.181 -0.540
C -4.738 -5.131 -0.651
C -0.846 3.409 0.608
C -0.841 2.016 0.386
C 0.252 4.147 0.268
H -0.732 -1.694 -0.210
H 3.223 2.258 -1.679
H 0.248 5.216 0.434
H -1.731 3.851 1.046
H -4.034 -3.294 -1.582
H -4.007 -5.712 -1.206
H 2.239 4.143 -0.571
H -2.735 -0.610 0.779
H 5.246 1.726 -1.132
H 3.336 -0.137 0.096
H 5.279 2.484 1.397
H -5.670 -5.690 -0.553
H -5.712 -3.727 -2.013
H 5.521 0.125 -0.515
H 6.036 0.918 1.691
H 6.811 2.077 0.623
H 2.354 0.730 -1.781
H 3.321 1.379 0.953

Cartesian forces (eV/Å) of the 3 atoms listed first:
S 0.0 0.0 -0.1
O -0.1 0.0 0.0
O 0.0 0.0 0.0


(8)
Formula: C6H7NO3
Source: OMol25
Level of theory: the ωB97M-V functional and the def2-TZVPD basis

The net charge is 0. As for the structure (SMILES): NC(=O)C#CC[C@H](O)C=O. The spin multiplicity is 1. The gap between HOMO and LUMO comes out at 10.2 eV. For the relative energy (zero: lowest compared OMol25 entry of this formula, charge and spin), the calculation gives 59.8 kcal per mole. The calculation puts the HOMO energy at -9.72 eV. Its total energy is -513.21785 a.u. The LUMO energy comes out at 0.0181 Ha.

Positions of all 17 atoms, in Å:
O -0.280 2.771 2.939
O -0.607 0.320 1.990
O -0.197 -2.289 -3.463
N -0.089 -3.387 -1.561
C 0.362 2.509 1.950
C 0.273 1.148 1.295
C -0.135 1.295 -0.182
C -0.046 0.033 -0.910
C 0.024 -1.018 -1.506
C 0.124 -2.260 -2.265
H 1.050 3.244 1.483
H -0.746 -4.020 -2.111
H 0.557 -3.613 -0.816
H 1.300 0.733 1.326
H -0.948 0.823 2.744
H 0.521 2.032 -0.672
H -1.164 1.680 -0.243

Cartesian forces (eV/Å) of the 3 atoms listed first:
O 0.3 0.0 -0.4
O 0.0 -0.1 -0.1
O 1.3 0.7 1.0